[1]
ORCA calculation (ωB97M-V/def2-TZVPD) on C16H31BF4GeMoNS2Si3 as an isolated structure at a distorted geometry.

Each line ends with the Mulliken spin population.
CARTESIAN COORDINATES (ANGSTROEM)
Mo (0.13, -0.71, 1.51)  2.77
S (1.61, -1.35, -0.35)  -0.02
C (0.31, -2.55, -0.43)  0.08
N (-0.73, -2.29, 0.32)  -0.07
C (-1.65, -3.35, 0.29)  0.04
C (-2.87, -3.41, 0.95)  -0.01
C (-3.64, -4.54, 0.78)  0.00
C (-3.20, -5.60, -0.03)  0.00
C (-1.99, -5.55, -0.69)  0.00
C (-1.21, -4.40, -0.52)  -0.01
S (0.34, -4.06, -1.22)  0.03
H (-3.21, -2.59, 1.57)  0.00
H (-4.60, -4.62, 1.27)  0.00
H (-3.83, -6.47, -0.14)  0.00
H (-1.66, -6.37, -1.31)  0.00
F (0.60, 0.09, 3.21)  0.09
B (0.29, -2.41, 4.07)  0.00
F (-0.99, -2.17, 3.79)  0.00
F (0.73, -2.57, 5.27)  0.00
F (1.05, -2.53, 2.96)  0.01
C (4.16, 1.48, -0.70)  0.01
Si (2.93, 1.75, 0.68)  0.06
C (2.54, 3.53, 1.06)  0.01
C (3.43, 0.79, 2.19)  0.00
Ge (0.75, 1.00, -0.32)  -0.06
Si (0.64, 1.74, -2.71)  0.01
C (1.74, 0.49, -3.54)  0.00
C (1.29, 3.48, -2.66)  0.00
C (-1.08, 1.72, -3.43)  0.00
Si (-1.71, 1.05, 0.58)  -0.01
C (-2.12, 0.50, 2.34)  0.08
C (-1.57, 2.91, 0.58)  0.00
C (-2.86, 0.26, -0.63)  0.00
H (5.13, 1.84, -0.35)  0.00
H (3.94, 2.00, -1.62)  0.00
H (4.29, 0.42, -0.93)  0.00
H (3.45, 4.03, 1.40)  0.00
H (1.81, 3.60, 1.87)  0.00
H (2.16, 4.09, 0.20)  0.00
H (4.42, 1.18, 2.47)  0.00
H (3.55, -0.28, 2.02)  0.00
H (2.76, 0.94, 3.03)  0.00
H (2.74, 0.43, -3.12)  0.00
H (1.84, 0.77, -4.59)  0.00
H (1.29, -0.51, -3.51)  0.00
H (2.30, 3.57, -2.25)  0.00
H (0.63, 4.14, -2.09)  0.00
H (1.32, 3.86, -3.68)  0.00
H (-1.49, 0.71, -3.52)  0.00
H (-0.99, 2.12, -4.44)  0.00
H (-1.78, 2.35, -2.89)  0.00
H (-1.62, 1.11, 3.10)  0.01
H (-2.09, -0.55, 2.67)  -0.03
H (-3.19, 0.73, 2.36)  0.01
H (-0.80, 3.25, 1.27)  0.00
H (-2.52, 3.31, 0.93)  0.00
H (-1.38, 3.34, -0.41)  0.00
H (-2.64, -0.80, -0.76)  0.00
H (-2.84, 0.73, -1.61)  0.00
H (-3.88, 0.34, -0.25)  0.00

Properties
LUMO energy (spin up / spin down): -7.51 / -7.55 eV
spin multiplicity: 4
HOMO level (spin up / spin down): -14.37 / -14.89 eV
⟨S²⟩: 3.79
Kohn-Sham gap (spin up / spin down): 6.85 / 7.34 eV
F_max: 1.0 eV/A
molecular weight: 641.2 g/mol
net charge: +2

***

[2]
ORCA calculation (ωB97M-V/def2-TZVPD) on a 8-piece molecular cluster, C16H31BFN9O15 overall at a distorted geometry.

Each line ends with the Mulliken charge.
CARTESIAN COORDINATES (ANGSTROEM)
C (-2.13, 5.74, 2.71)  -1.25
C (-1.72, 4.31, 3.25)  0.52
F (-1.00, 4.44, 4.47)  -0.35
C (-0.76, 3.66, 2.17)  -0.72
B (-0.84, 2.05, 2.10)  0.34
O (-0.75, 1.24, 3.30)  -0.50
C (0.54, 1.20, 3.67)  0.57
N (1.66, 1.05, 3.87)  -0.49
C (-0.99, 1.41, 0.63)  0.96
C (-2.28, 0.79, 0.26)  -0.84
C (-2.28, 0.29, -1.14)  0.52
C (-1.04, 0.48, -1.89)  -0.77
N (0.14, 1.02, -1.51)  -0.20
C (0.18, 1.50, -0.23)  -0.81
H (-2.48, 5.69, 1.64)  0.33
H (-1.19, 6.36, 2.69)  0.31
H (-2.95, 6.21, 3.32)  0.34
H (-2.66, 3.73, 3.44)  0.22
H (-1.06, 4.08, 1.17)  0.22
H (0.32, 3.95, 2.30)  0.42
H (-3.16, 0.74, 0.93)  0.36
H (-3.17, -0.19, -1.58)  0.03
H (-1.08, 0.13, -2.95)  0.37
H (1.12, 1.97, 0.15)  0.39
C (-6.35, 0.13, -3.64)  -0.80
N (-5.19, 0.50, -2.79)  0.90
O (-5.33, 0.38, -1.58)  -0.51
O (-4.19, 0.89, -3.36)  -0.47
H (-7.17, -0.20, -3.00)  0.32
H (-6.64, 1.01, -4.21)  0.29
H (-6.03, -0.68, -4.30)  0.30
C (4.41, 2.33, 2.34)  -0.14
N (4.59, 3.30, 1.23)  0.94
O (5.46, 4.14, 1.35)  -0.58
O (3.84, 3.18, 0.27)  -0.52
H (5.13, 2.55, 3.12)  0.29
H (3.39, 2.44, 2.71)  0.15
H (4.57, 1.33, 1.94)  -0.08
C (3.29, 1.37, -2.97)  -0.46
N (3.28, 0.33, -4.03)  0.94
O (4.35, -0.06, -4.45)  -0.57
O (2.19, -0.06, -4.41)  -0.55
H (4.32, 1.62, -2.73)  0.34
H (2.76, 2.24, -3.35)  0.28
H (2.78, 0.96, -2.10)  0.02
C (5.44, -2.13, 0.26)  -0.76
N (4.67, -0.97, 0.79)  0.81
O (4.56, -0.87, 2.00)  -0.56
O (4.21, -0.20, -0.03)  -0.45
H (5.78, -2.73, 1.10)  0.31
H (4.76, -2.71, -0.37)  0.30
H (6.28, -1.75, -0.31)  0.29
C (-3.62, -3.55, -0.48)  -0.75
N (-3.75, -3.50, -1.96)  0.92
O (-4.35, -4.41, -2.50)  -0.55
O (-3.25, -2.55, -2.52)  -0.51
H (-4.11, -4.45, -0.11)  0.31
H (-2.55, -3.57, -0.24)  0.30
H (-4.09, -2.66, -0.07)  0.28
C (-7.59, -4.94, -2.58)  -0.66
N (-8.33, -3.74, -2.11)  0.90
O (-8.47, -3.61, -0.90)  -0.53
O (-8.74, -2.98, -2.96)  -0.53
H (-7.29, -5.53, -1.72)  0.29
H (-8.27, -5.51, -3.22)  0.29
H (-6.73, -4.60, -3.14)  0.24
C (8.33, -3.27, 3.81)  -0.69
N (8.73, -3.18, 2.38)  0.86
O (9.87, -2.84, 2.14)  -0.51
O (7.88, -3.45, 1.55)  -0.53
H (9.19, -3.00, 4.43)  0.31
H (7.51, -2.58, 3.96)  0.26
H (8.03, -4.29, 4.00)  0.28

Properties
LUMO energy: -0.29 eV
HOMO level: -9.28 eV
Kohn-Sham gap: 8.99 eV
F_max: 4.4 eV/A
molecular weight: 619.3 g/mol
net charge: 0

***

| no. | E_tot (eV) |
| --- | --- |
| 1 | -133799.9804 |
| 2 | -64590.9496 |